The following is a DFT calculation (the ωB97M-V functional and the def2-TZVPD basis) of a 2-piece molecular cluster, C4H13N2O2 overall at a distorted geometry.

Last column: natural (NBO) charge in e.
Cartesian coordinates (Å):
1 N -0.75 -1.66 -0.97  -0.8236
2 C -0.72 -1.59 0.45  -0.2505
3 C -1.69 -0.68 1.19  -0.2031
4 N -1.32 0.79 1.04  -0.5658
5 C -0.11 1.25 1.29  0.4658
6 C 0.90 1.48 0.23  -0.2052
7 O 1.92 0.50 0.08  -0.6866
8 H -1.63 -1.95 -1.36  0.3697
9 H 2.37 0.35 0.91  0.4915
10 H -0.41 -0.85 -1.46  0.3879
11 H 0.30 -1.26 0.69  0.1902
12 H -0.79 -2.58 0.89  0.2264
13 H -2.70 -0.73 0.80  0.2354
14 H -1.64 -0.95 2.25  0.2241
15 H -2.09 1.41 1.28  0.4441
16 H 0.13 1.65 2.29  0.2008
17 H 0.35 1.44 -0.71  0.2463
18 H 1.39 2.46 0.28  0.2463
19 H 1.70 0.45 -3.29  0.4876
20 H 1.93 -0.01 -1.82  0.4875
21 O 1.29 -0.02 -2.55  -0.9689

Values from the calculation:
Lowest unoccupied orbital energy in eV: -7.2
E_HOMO in Eh: -0.4680
Frontier orbital gap in eV: 5.5
Net charge: +1
Relative energy (zero: lowest compared OMol25 entry of this formula, charge and spin) in kJ/mol: 531.3
Electronic energy in eV: -11423.967

---

The following is a DFT calculation (the ωB97M-V functional and the def2-TZVPD basis) of C5H6I2 as an isolated structure at a distorted geometry.

Last column: natural (NBO) charge in e.
Cartesian coordinates (Å):
1 C 0.90 0.66 -1.70  -0.1039
2 C 1.69 0.73 -0.61  -0.2347
3 C -0.07 -0.31 -1.10  -0.5013
4 C 0.81 -0.22 0.11  0.2462
5 C 0.39 -0.11 1.52  -0.7107
6 I 3.32 1.81 0.11  0.2178
7 I 1.99 -2.69 -0.24  -0.3426
8 H 0.66 1.42 -2.46  0.2256
9 H -1.06 0.29 -0.91  0.1948
10 H -0.35 -1.29 -1.39  0.2604
11 H -0.10 -0.97 1.91  0.2546
12 H -0.42 0.60 1.37  0.2355
13 H 1.06 0.15 2.39  0.2583

Values from the calculation:
Lowest unoccupied orbital energy (alpha / beta) in eV: -1.1 / -1.1
E_HOMO (alpha / beta) in Eh: -0.3149 / -0.3149
Frontier orbital gap (alpha / beta) in eV: 7.5 / 7.5
Net charge: 0
Relative energy (zero: lowest compared OMol25 entry of this formula, charge and spin) in kJ/mol: 150.3
Electronic energy in eV: -21480.491

---

The following is a DFT calculation (the ωB97M-V functional and the def2-TZVPD basis) of a 5-piece molecular cluster, C6H21NO5 overall at a distorted geometry.

Last column: natural (NBO) charge in e.
Cartesian coordinates (Å):
1 C -0.94 -0.53 -2.06  -0.6161
2 C 0.00 0.63 -2.51  -0.4833
3 C 1.12 0.63 -1.30  0.7087
4 O 2.27 0.27 -1.34  -0.6258
5 N 0.60 0.80 -0.02  -0.6718
6 C 1.33 0.47 1.18  -0.0395
7 C 2.56 1.43 1.33  -0.6137
8 C 2.06 -1.02 1.22  -0.6257
9 H -1.88 -0.06 -2.05  0.1907
10 H -0.93 -1.36 -2.65  0.2078
11 H -0.66 -0.92 -0.99  0.2489
12 H -0.46 1.57 -2.66  0.2046
13 H 0.48 0.31 -3.48  0.2225
14 H -0.43 0.92 0.15  0.4051
15 H 0.55 0.52 1.93  0.2156
16 H 2.68 1.75 0.34  0.2240
17 H 2.28 2.30 2.03  0.1918
18 H 3.50 0.98 1.72  0.2042
19 H 3.03 -0.96 1.66  0.2040
20 H 2.10 -1.36 0.18  0.2241
21 H 1.36 -1.66 1.75  0.2051
22 O -2.48 -0.27 0.29  -0.9668
23 H -2.42 0.72 0.15  0.4906
24 H -3.35 -0.38 -0.30  0.4770
25 O -0.58 -3.29 0.13  -0.9477
26 H -1.29 -4.00 0.14  0.4736
27 H 0.28 -3.78 0.17  0.4787
28 O -1.92 2.57 -0.67  -0.9562
29 H -1.50 3.22 -0.09  0.4832
30 H -1.96 3.15 -1.46  0.4837
31 O -1.49 -0.78 2.68  -0.9337
32 H -2.46 -0.75 2.68  0.4635
33 H -1.44 -1.08 1.83  0.4730

Values from the calculation:
Structure (SMILES): CCC(=O)NC(C)C.O.O.O.O
Lowest unoccupied orbital energy in eV: 0.1
E_HOMO in Eh: -0.3186
Frontier orbital gap in eV: 8.8
Net charge: 0
Relative energy (zero: lowest compared OMol25 entry of this formula, charge and spin) in kJ/mol: 349.1
Electronic energy in eV: -18288.428

---

The following is a DFT calculation (the ωB97M-V functional and the def2-TZVPD basis) of C49H39MnO2P2S as an isolated structure at a distorted geometry.

Last column: Löwdin charge in e.
Cartesian coordinates (Å):
1 Mn -1.35 -0.71 0.60  0.6458
2 O 0.97 -2.56 -0.15  -0.3905
3 S 0.59 -1.25 -0.65  0.8531
4 C 0.51 -1.38 -2.36  -0.3199
5 C 1.48 -2.23 -2.79  -0.0543
6 C 1.67 -2.49 -4.13  0.0172
7 C 0.88 -1.81 -5.00  -0.0990
8 C 0.93 -1.76 -6.54  -0.0701
9 C -0.17 -0.72 -6.97  -0.0688
10 C -0.79 -0.32 -5.64  -0.1300
11 C -1.76 0.58 -5.30  0.0068
12 C -2.12 0.81 -3.98  -0.0144
13 C -1.37 0.30 -2.91  -0.3058
14 P -1.82 0.83 -1.28  1.0545
15 C -0.82 2.23 -0.77  -0.3671
16 C -1.12 2.81 0.47  -0.0978
17 C -0.39 3.92 0.87  -0.0559
18 C 0.72 4.34 0.11  -0.0554
19 C 1.03 3.76 -1.09  -0.0500
20 C 0.25 2.69 -1.54  -0.0724
21 C -3.52 1.30 -1.45  -0.3983
22 C -3.80 2.63 -1.70  -0.0853
23 C -5.13 2.98 -1.92  -0.0511
24 C -6.13 2.03 -1.82  -0.0409
25 C -5.83 0.69 -1.52  -0.0448
26 C -4.53 0.34 -1.37  -0.0952
27 C -0.39 -0.59 -3.20  -0.1332
28 C -0.12 -0.89 -4.57  -0.0677
29 C 1.92 -0.17 -0.37  -0.2856
30 C 2.56 0.46 -1.41  -0.0315
31 C 3.85 1.01 -1.24  0.0111
32 C 4.46 0.95 -0.03  -0.1248
33 C 5.84 1.36 0.46  -0.0660
34 C 5.95 0.75 1.87  -0.0815
35 C 4.58 0.27 2.15  -0.1189
36 C 4.01 -0.23 3.32  0.0304
37 C 2.71 -0.71 3.26  -0.0552
38 C 1.96 -0.73 2.09  -0.2788
39 P 0.20 -1.19 2.31  1.0783
40 C 0.04 -2.96 2.68  -0.3755
41 C -1.19 -3.52 2.90  -0.1050
42 C -1.32 -4.88 3.14  -0.0710
43 C -0.22 -5.69 3.15  -0.0520
44 C 1.03 -5.13 2.91  -0.0275
45 C 1.16 -3.76 2.64  -0.0709
46 C -0.24 -0.22 3.78  -0.3673
47 C 0.01 1.14 3.65  -0.1049
48 C -0.24 2.00 4.71  -0.0486
49 C -0.78 1.45 5.88  -0.0475
50 C -1.05 0.08 5.95  -0.0587
51 C -0.71 -0.77 4.94  -0.0737
52 C 2.51 -0.22 0.91  -0.1448
53 C 3.78 0.33 1.02  -0.0884
54 H 1.95 -2.78 -2.03  0.1094
55 H 2.38 -3.27 -4.43  0.1458
56 H 0.70 -2.79 -6.99  0.1527
57 H 1.86 -1.44 -6.95  0.1116
58 H -0.92 -1.06 -7.66  0.1228
59 H 0.31 0.19 -7.35  0.1366
60 H -2.35 1.09 -6.06  0.1321
61 H -2.98 1.46 -3.81  0.1166
62 H -1.97 2.50 1.04  0.1057
63 H -0.72 4.59 1.67  0.1251
64 H 1.28 5.25 0.40  0.1295
65 H 1.85 4.09 -1.69  0.1110
66 H 0.38 2.26 -2.52  0.1061
67 H -3.01 3.37 -1.77  0.1159
68 H -5.37 4.02 -2.24  0.1345
69 H -7.12 2.37 -1.98  0.1044
70 H -6.68 0.02 -1.38  0.1250
71 H -4.27 -0.66 -1.12  0.1007
72 H 2.09 0.48 -2.39  0.1142
73 H 4.39 1.48 -2.08  0.1426
74 H 5.84 2.46 0.49  0.1404
75 H 6.63 1.13 -0.24  0.1232
76 H 6.35 1.44 2.62  0.1330
77 H 6.64 -0.07 1.96  0.1291
78 H 4.51 -0.24 4.28  0.1304
79 H 2.24 -1.09 4.17  0.1290
80 H -2.14 -2.93 2.94  0.1211
81 H -2.28 -5.29 3.40  0.1172
82 H -0.25 -6.78 3.34  0.1318
83 H 1.89 -5.71 2.87  0.0903
84 H 2.15 -3.32 2.53  0.1103
85 H 0.46 1.52 2.74  0.0935
86 H -0.01 3.06 4.64  0.1136
87 H -1.02 2.11 6.72  0.1207
88 H -1.39 -0.26 6.92  0.1198
89 H -0.83 -1.83 5.02  0.1075
90 C -3.89 -0.06 2.20  -0.1132
91 O -2.78 -0.72 1.57  -0.4416
92 H -4.65 -0.82 2.37  0.0868
93 H -4.34 0.72 1.55  0.0801
94 H -3.60 0.37 3.16  0.0830

Values from the calculation:
<S²>: 6.12
2S+1: 5
Lowest unoccupied orbital energy (alpha / beta) in eV: -6.7 / -5.9
E_HOMO (alpha / beta) in Eh: -0.4807 / -0.4846
Frontier orbital gap (alpha / beta) in eV: 6.4 / 7.3
Net charge: +2
Relative energy (zero: lowest compared OMol25 entry of this formula, charge and spin) in kJ/mol: 0.0
Electronic energy in eV: -116260.035

---

The following is a DFT calculation (the ωB97M-V functional and the def2-TZVPD basis) of one molecule with the formula C3H3NO2 at a distorted geometry.

Last column: natural (NBO) charge in e.
Cartesian coordinates (Å):
1 C -1.00 0.36 0.23  -0.7094
2 C 0.06 -0.54 -0.18  0.5883
3 C 1.66 0.45 -0.33  0.1571
4 N 2.65 0.98 -0.28  -0.3664
5 O 0.36 -1.71 0.45  -0.2264
6 O -0.01 -1.67 -0.93  -0.2188
7 H -1.12 1.22 -0.44  0.2573
8 H -0.60 0.89 1.12  0.2617
9 H -1.99 0.00 0.35  0.2566

Values from the calculation:
Structure (SMILES): CC1(C#N)OO1
Lowest unoccupied orbital energy in eV: 0.6
E_HOMO in Eh: -0.4266
Frontier orbital gap in eV: 12.2
Net charge: 0
Relative energy (zero: lowest compared OMol25 entry of this formula, charge and spin) in kJ/mol: 588.1
Electronic energy in eV: -8739.036